The following is a DFT calculation (ωB97M-V with the def2-TZVPD basis set) of a 2-piece molecular cluster, C4H13N2O2 overall in a non-equilibrium geometry.

The total energy comes out at -11426.794 eV. The value obtained for the energy relative to the best compared isomer or geometry (same formula, charge and spin) is 258.5 kJ/mol. Its HOMO-LUMO gap is 11.1 eV.

The geometry in ORCA input format:
```
! RIJCOSX wB97M-V def2-TZVPD def2/J DEFGRID3
* xyz 1 1
C -0.977 0.185 0.344
C -0.323 0.341 -1.049
C 1.239 0.475 -1.093
C 1.920 0.962 0.052
N 2.760 1.961 -0.138
O 1.583 0.499 1.190
N -0.375 -1.008 1.038
H -2.018 0.211 0.410
H -0.447 1.157 0.802
H -0.704 1.241 -1.567
H -0.576 -0.631 -1.561
H 1.599 0.968 -2.110
H 1.766 -0.625 -1.461
H 3.164 2.445 0.583
H 2.919 2.253 -1.094
H -0.205 -0.673 2.000
H -1.131 -1.761 0.909
H 0.652 -1.329 0.774
H -3.706 -1.941 0.012
H -3.925 -2.429 1.266
O -3.213 -2.298 0.692
*
```